(1)
56
Properties=species:S:1:pos:R:3:mulliken_charge:R:1 method="wB97M-V/def2-TZVPD" gap_ev=7.106 charge=-1 lumo_ev=2.677 homo_energy_ev=-4.43
Ca 0.501 -0.830 -0.357 1.8183
C 0.260 2.928 2.759 -1.5149
C 0.591 1.700 1.966 0.2332
N -0.006 1.355 0.886 0.7175
N -0.981 2.163 0.392 -1.0335
C -1.541 1.615 -0.688 0.3769
O -1.305 0.490 -1.195 -0.9787
C -2.556 2.491 -1.374 0.3460
C -3.134 2.040 -2.556 -0.4485
C -4.062 2.821 -3.230 -0.6263
C -4.425 4.062 -2.725 -0.3094
C -3.853 4.516 -1.544 -0.6567
C -2.923 3.737 -0.872 -0.0873
C 1.656 0.780 2.429 0.4396
C 2.223 0.889 3.698 -0.6782
C 3.196 -0.018 4.082 -0.3945
C 3.585 -1.009 3.198 -0.7637
C 2.972 -1.048 1.953 -0.1549
N 2.043 -0.179 1.579 0.0115
H -0.343 3.592 2.146 0.3233
H 1.165 3.446 3.084 0.3760
H -0.318 2.671 3.651 0.2951
H -2.835 1.069 -2.926 0.3756
H -4.502 2.458 -4.151 0.3764
H -5.150 4.674 -3.248 0.3637
H -4.132 5.484 -1.143 0.3678
H -2.469 4.080 0.047 0.4043
H 1.892 1.664 4.375 0.3439
H 3.641 0.046 5.068 0.3965
H 4.335 -1.744 3.454 0.4015
H 3.232 -1.804 1.219 0.4002
S 2.512 -2.232 -1.872 -0.5495
C 2.211 -0.910 -2.949 0.5324
C 2.641 -0.946 -4.294 -0.8060
C 2.369 0.117 -5.122 -0.0335
C 1.658 1.215 -4.629 -0.8324
C 1.252 1.169 -3.311 -0.2306
N 1.522 0.153 -2.491 -0.3341
H 3.176 -1.816 -4.648 0.3601
H 2.701 0.095 -6.155 0.3541
H 1.413 2.068 -5.247 0.3705
H 0.670 1.976 -2.876 0.3653
C -0.879 -4.561 0.407 -1.6528
C -0.541 -3.551 1.513 1.5272
C 0.658 -4.080 2.319 -1.5062
C -1.749 -3.415 2.454 -1.7296
O -0.231 -2.331 0.966 -0.7807
H -1.119 -5.554 0.803 0.3938
H -0.030 -4.650 -0.275 0.3353
H -1.736 -4.198 -0.165 0.3575
H 0.455 -5.048 2.789 0.4102
H 0.916 -3.359 3.099 0.3154
H 1.519 -4.189 1.655 0.2957
H -2.030 -4.368 2.915 0.3802
H -2.603 -3.029 1.893 0.3687
H -1.514 -2.697 3.244 0.3682


(2)
54
Properties=species:S:1:pos:R:3:mulliken_charge:R:1 method="wB97M-V/def2-TZVPD" gap_ev=7.919 charge=0 lumo_ev=0.618 homo_energy_ev=-7.30 smiles="CCN1CCN(c2cc(C)c3cc(NC(=O)c4ccccc4F)ccc3n2)CC1"
C 6.811 2.166 -2.210 -1.0393
C 7.490 1.438 -1.044 -0.7431
N 6.640 0.606 -0.218 0.0069
C 6.057 -0.533 -0.895 -0.4810
C 5.469 -1.478 0.161 -1.2957
N 4.465 -0.788 0.935 0.0687
C 3.135 -0.779 0.622 0.9421
C 2.530 -1.828 -0.127 -0.2253
C 1.187 -1.823 -0.369 0.7193
C 0.541 -2.921 -1.153 -1.9968
C 0.405 -0.748 0.149 0.7729
C -0.980 -0.637 -0.045 -0.2861
C -1.675 0.421 0.494 0.6421
N -3.057 0.590 0.327 -0.1635
C -3.933 -0.186 -0.369 0.7383
O -3.653 -1.191 -0.983 -0.6392
C -5.330 0.367 -0.322 -0.1854
C -5.595 1.682 -0.691 -0.2638
C -6.891 2.166 -0.709 -0.6934
C -7.946 1.342 -0.351 -0.3593
C -7.707 0.033 0.024 -0.6157
C -6.407 -0.441 0.027 0.4204
F -6.189 -1.707 0.420 -0.2906
C -0.996 1.398 1.248 -0.7042
C 0.352 1.311 1.447 -0.9902
C 1.092 0.240 0.902 -1.3426
N 2.418 0.214 1.114 -0.2853
C 5.031 0.378 1.581 -1.1068
C 5.626 1.322 0.534 -0.5969
H 6.372 1.456 -2.907 0.2846
H 6.030 2.830 -1.848 0.2854
H 7.547 2.760 -2.745 0.4145
H 8.284 0.795 -1.437 0.3885
H 7.954 2.176 -0.383 0.3893
H 6.840 -1.047 -1.458 0.5280
H 5.250 -0.244 -1.592 0.2973
H 5.063 -2.368 -0.316 0.4274
H 6.267 -1.782 0.846 0.3797
H 3.126 -2.646 -0.500 0.1518
H 0.057 -2.519 -2.042 0.3908
H 1.278 -3.659 -1.461 0.3331
H -0.221 -3.417 -0.554 0.4061
H -1.507 -1.380 -0.617 0.8861
H -3.442 1.392 0.807 0.2305
H -4.777 2.322 -0.989 0.4558
H -7.078 3.187 -1.004 0.3956
H -8.957 1.719 -0.365 0.3780
H -8.510 -0.628 0.311 0.4528
H -1.556 2.221 1.671 0.3462
H 0.883 2.054 2.021 0.4809
H 4.240 0.876 2.139 0.5126
H 5.820 0.040 2.258 0.3267
H 6.094 2.176 1.028 0.4924
H 4.806 1.687 -0.106 0.3596


(3)
52
Properties=species:S:1:pos:R:3:mulliken_charge:R:1 method="wB97M-V/def2-TZVPD" gap_ev="5.597 / 6.259" charge=0 lumo_ev="-2.248 / -1.576" homo_energy_ev="-7.84 / -7.84"
C -1.631 -2.197 2.401 -0.5025
C -2.158 -1.507 1.270 -1.0394
C -1.179 -1.503 0.256 0.0930
H -3.139 -1.050 1.203 0.5582
C 0.005 -2.167 0.751 -0.3271
C -0.312 -2.604 2.101 -1.0676
H 0.732 -2.619 0.073 0.7045
C -0.852 1.307 3.661 -0.5610
C -2.100 1.211 2.962 -0.6077
C -1.953 1.759 1.658 -0.7900
H -2.960 0.726 3.379 0.5611
C -0.616 2.211 1.547 -0.0630
C 0.043 1.985 2.810 -1.0186
H -1.320 -1.130 -0.756 0.5185
H 0.294 -3.257 2.727 0.6028
H -2.163 -2.384 3.332 0.4475
H 1.085 2.233 3.010 0.4520
H -2.676 1.748 0.842 0.4708
H -0.596 0.854 4.603 0.5900
Ga 2.095 -0.930 1.765 0.5280
C 0.146 2.426 0.259 3.0653
C 1.016 3.678 0.414 -1.7383
C -0.751 2.445 -0.962 -2.0988
H 0.356 4.493 0.750 0.4491
H 1.486 3.950 -0.542 0.3976
H 1.788 3.552 1.192 0.3078
H -1.492 3.229 -0.792 0.5217
H -1.247 1.477 -1.099 0.2472
H -0.187 2.660 -1.875 0.4129
C 1.081 1.136 0.237 1.4760
C 2.406 0.894 -0.499 -0.7423
H 0.442 0.222 0.102 -0.9289
H 1.405 1.168 1.326 -0.2656
O 3.439 0.666 0.150 -0.6358
N 2.195 0.661 -1.897 -0.0264
C 2.147 -0.827 -2.130 -0.6675
H 2.888 1.119 -2.503 0.3327
C 0.862 -1.331 -2.743 0.6620
C 0.604 -2.703 -2.701 -0.3485
H 1.330 -3.363 -2.232 0.4281
C -0.595 -3.211 -3.181 -0.6481
H -0.803 -4.277 -3.102 0.3899
C -1.535 -2.341 -3.746 -0.4731
H -2.477 -2.749 -4.132 0.3638
C -1.270 -0.968 -3.821 -0.5672
H -2.003 -0.298 -4.264 0.3914
C -0.072 -0.459 -3.303 -0.3063
H 0.124 0.612 -3.291 0.3973
H 2.268 -1.383 -1.166 -0.0762
H 3.022 -1.107 -2.745 0.5154
N 1.366 -1.024 4.936 -0.6678
C 1.458 -1.037 3.769 0.2829


(4)
57
Properties=species:S:1:pos:R:3:mulliken_charge:R:1 method="wB97M-V/def2-TZVPD" gap_ev=8.316 charge=0 lumo_ev=-0.143 homo_energy_ev=-8.46 smiles="CC(C)c1ccc(S(=O)(=O)c2nnn3c2nc(NC[C@@H]2CCCO2)c2ccccc23)cc1"
C 0.301 -5.466 -3.904 -1.4577
C 0.074 -5.567 -2.395 0.2419
C -1.414 -5.732 -2.077 -1.4607
C 0.643 -4.362 -1.686 1.0292
C 1.656 -4.516 -0.745 -0.9501
C 2.188 -3.419 -0.090 -0.6218
C 1.705 -2.162 -0.385 -0.1124
S 2.339 -0.729 0.480 1.3857
O 2.485 0.354 -0.463 -0.6809
O 3.485 -1.100 1.258 -0.7507
C 0.972 -0.310 1.528 -1.0228
N 0.796 -0.672 2.809 -0.6046
N -0.304 -0.207 3.262 -1.1650
N -0.904 0.486 2.280 0.4297
C -0.135 0.443 1.141 1.5475
N -0.481 1.030 0.001 -0.0110
C -1.581 1.744 -0.028 0.6463
N -1.909 2.326 -1.201 -0.0470
C -0.884 2.544 -2.194 -1.1050
C -0.155 3.884 -1.936 0.3274
C 1.147 3.983 -2.760 -0.8688
C 2.249 4.076 -1.697 -0.6398
C 1.545 3.556 -0.444 0.0985
O 0.200 3.994 -0.575 -0.4661
C -2.469 1.842 1.126 0.8929
C -3.676 2.552 1.145 -0.5161
C -4.453 2.591 2.281 -0.8768
C -4.056 1.925 3.439 -0.4987
C -2.877 1.216 3.457 -0.5817
C -2.089 1.175 2.309 0.2026
C 0.695 -1.981 -1.310 -0.5066
C 0.167 -3.082 -1.958 -0.2641
H -0.049 -6.371 -4.397 0.4428
H -0.236 -4.619 -4.322 0.2867
H 1.360 -5.342 -4.120 0.3659
H 0.600 -6.456 -2.030 0.4133
H -1.986 -4.888 -2.453 0.2893
H -1.797 -6.639 -2.539 0.4461
H -1.566 -5.799 -1.002 0.3558
H 2.032 -5.504 -0.524 0.3180
H 2.975 -3.514 0.642 0.5141
H -2.635 3.026 -1.172 0.2070
H -1.338 2.548 -3.188 0.3307
H -0.172 1.724 -2.105 0.3082
H -0.846 4.711 -2.143 0.4242
H 1.138 4.852 -3.415 0.3586
H 1.272 3.090 -3.371 0.3475
H 3.120 3.475 -1.942 0.3564
H 2.556 5.113 -1.555 0.2634
H 1.932 3.978 0.484 0.4149
H 1.595 2.462 -0.399 -0.1857
H -4.014 3.076 0.264 0.3102
H -5.379 3.145 2.276 0.4097
H -4.675 1.967 4.322 0.4064
H -2.534 0.688 4.333 0.5324
H 0.343 -0.980 -1.507 0.1654
H -0.620 -2.942 -2.683 0.3256


Number 1: strongest force on any atom 0.285 eV/A. Number 2: strongest force on any atom 0.798 eV/A. Number 3: strongest force on any atom 2.792 eV/A. Number 4: strongest force on any atom 1.829 eV/A.